Record 1
A 3-piece molecular cluster, C4H12N5O2 overall at a distorted geometry. Source: the Open Molecules 2025 dataset; level of theory: ωB97M-V/def2-TZVPD.

Last column: Löwdin charge in e.
Atoms and positions in Å:
O: -0.433 1.721 -5.244  0.079
O: -1.176 -0.564 2.227  -0.014
N: -0.560 -1.593 4.196  0.183
N: -0.621 -0.089 -0.997  0.236
N: -1.914 0.206 4.166  0.158
N: 1.037 0.030 0.587  0.172
N: 1.489 0.515 -1.668  0.164
C: 0.644 0.116 -0.739  -0.470
C: 1.261 0.074 -4.349  0.053
C: -1.186 -0.617 3.453  -0.684
C: 0.618 0.956 -4.913  -0.164
H: 2.031 0.291 0.714  0.124
H: 2.384 0.961 -1.402  0.145
H: -0.659 -1.628 5.138  0.064
H: 1.439 0.207 -2.715  0.039
H: -1.223 -0.320 -0.316  0.064
H: 0.584 -0.408 1.428  0.103
H: -0.849 -0.542 -1.854  0.133
H: -1.796 0.448 5.163  0.133
H: -0.273 -2.334 3.579  0.115
H: -0.191 2.368 -5.960  0.158
H: -2.465 0.997 3.765  0.146
H: 1.859 -0.794 -4.261  0.064

Output
**E_HOMO**: -13.282 eV
**ΔE to the lowest compared entry with this formula, charge and spin**: 61.4 kcal/mol
**Charge**: +1
**HOMO-LUMO gap**: 10.869 eV
**LUMO**: -2.4 eV

---

Record 2
A 2-piece molecular cluster, C27H45BrINO13S3 overall at a distorted geometry. Source: the Open Molecules 2025 dataset; level of theory: ωB97M-V/def2-TZVPD.

Last column: Löwdin charge in e.
Atoms and positions in Å:
I: 6.136 0.866 -1.610  0.805
Br: 0.196 -0.899 3.915  0.650
S: -6.789 0.755 1.906  0.716
S: -6.458 -4.339 -2.808  0.139
S: 0.451 -2.598 -1.649  0.961
O: -5.839 -3.039 -3.213  -0.521
O: -7.881 -4.366 -3.231  -0.504
O: 2.688 4.404 2.511  -0.170
O: -1.191 -4.319 0.404  0.123
O: -5.722 -5.460 -3.448  -0.506
O: -4.959 -1.351 2.477  -0.067
O: 2.018 2.742 -4.658  0.196
O: -1.875 1.196 0.081  -0.221
O: -3.062 -0.093 2.711  0.106
O: 2.850 0.555 -0.848  -0.156
O: 2.398 2.637 0.320  -0.136
O: -2.238 -2.569 1.353  -0.061
O: -6.374 -4.471 -1.319  -0.518
N: 2.802 1.225 -3.026  0.205
C: -4.588 -1.463 -0.040  0.004
C: -4.714 -2.215 1.325  -0.253
C: -1.850 0.740 -2.383  -0.144
C: 5.386 -1.140 -1.127  -0.691
C: -2.188 1.723 -1.210  -0.219
C: -1.521 -3.176 0.327  -0.519
C: 2.911 3.304 3.413  -0.240
C: -3.516 -3.217 1.564  -0.084
C: 2.477 2.069 -3.851  -0.326
C: 3.976 -1.423 -1.773  -0.188
C: 1.425 -1.182 1.322  -0.250
C: 2.759 -0.897 -0.942  -0.415
C: 2.790 -1.309 0.571  -0.109
C: -4.220 -0.190 2.449  -0.531
C: -0.335 0.723 -2.814  -0.112
C: -4.987 1.151 2.088  -0.421
C: 1.575 2.447 3.408  -0.082
C: -1.163 -2.229 -0.862  -0.360
C: 1.424 -1.051 -1.771  -0.459
C: 3.661 3.285 0.453  -0.191
C: 1.893 2.690 -1.004  -0.079
C: 6.419 -2.130 -1.825  -0.202
C: -1.349 2.168 0.983  -0.104
C: 1.709 -1.559 2.845  -0.575
C: 3.685 4.472 1.501  -0.191
C: 1.990 1.277 -1.768  -0.312
C: 0.690 0.344 -1.692  -0.175
H: 1.804 -1.104 -2.832  0.099
H: 3.998 -1.078 -2.833  0.109
H: -2.282 -0.266 -2.175  0.099
H: 4.100 3.659 -0.503  0.115
H: 5.973 -3.137 -2.003  0.074
H: -1.273 -1.170 -0.513  0.072
H: -3.310 1.861 -1.241  0.127
H: -7.505 1.847 2.335  -0.163
H: 0.757 3.153 3.102  0.084
H: -2.201 2.552 1.612  0.093
H: -5.617 -2.879 1.236  0.163
H: -3.561 -3.477 2.658  0.138
H: 3.279 -2.316 0.694  0.134
H: 1.653 1.685 2.599  0.041
H: -0.129 1.732 -3.269  0.114
H: -0.564 1.707 1.640  0.072
H: -0.240 -0.016 -3.651  0.130
H: 3.184 3.664 4.435  0.114
H: -5.042 -2.121 -0.818  0.086
H: 2.309 3.531 -1.609  0.133
H: -3.526 -1.285 -0.334  0.056
H: -3.647 -4.152 0.973  0.150
H: 2.711 -1.226 3.194  0.064
H: 1.356 2.021 4.412  0.056
H: 1.668 -2.678 2.907  0.067
H: 0.789 2.885 -0.904  0.118
H: -5.126 -0.487 -0.086  0.071
H: 0.642 -1.896 0.988  0.080
H: 3.871 -2.546 -1.817  0.131
H: 4.384 2.509 0.836  0.099
H: -1.752 2.730 -1.435  0.117
H: -0.868 3.050 0.492  0.079
H: 3.495 -0.587 1.072  0.125
H: 3.698 5.462 0.972  0.121
H: -4.859 1.858 2.945  0.083
H: 4.684 4.414 2.029  0.122
H: 1.017 -0.143 1.352  0.079
H: -1.954 -2.390 -1.647  0.112
H: -4.538 1.548 1.143  0.068
H: 0.397 0.430 -0.619  0.131
H: 3.729 2.620 3.073  0.112
H: 7.410 -2.147 -1.316  0.066
H: -2.419 1.130 -3.273  0.127
H: 5.408 -1.342 -0.034  0.077
H: 6.607 -1.693 -2.845  0.045

Output
**E_HOMO**: 0.172 eV
**Charge**: -2
**HOMO-LUMO gap**: 2.318 eV
**LUMO**: 2.5 eV

---

Record 3
One molecule with the formula C5H9ClN2 at a distorted geometry. Source: the Open Molecules 2025 dataset; level of theory: ωB97M-V/def2-TZVPD.

Last column: Löwdin charge in e.
Atoms and positions in Å:
Cl: 3.391 0.289 0.427  0.557
N: 0.756 -1.827 -0.337  0.092
N: 0.151 -0.897 0.439  -0.225
C: 1.913 0.176 -0.659  -0.565
C: -0.470 1.268 -0.522  -0.079
C: 0.594 0.461 0.201  -0.353
C: -1.222 -1.219 0.770  -0.068
C: 1.691 -1.259 -1.002  -0.213
H: -1.037 1.951 0.173  0.084
H: 0.799 1.023 1.180  0.147
H: -1.883 -1.701 -0.043  0.113
H: 2.066 0.671 -1.609  0.095
H: -1.202 -2.085 1.354  0.057
H: -1.564 -0.370 1.230  0.055
H: 2.273 -1.781 -1.772  0.113
H: -0.152 1.949 -1.390  0.097
H: -1.284 0.600 -0.967  0.093

Output
**E_HOMO**: -8.222 eV
**SMILES**: C[C@@H]1[C@@H](Cl)C=NN1C
**ΔE to the lowest compared entry with this formula, charge and spin**: 53.3 kcal/mol
**HOMO-LUMO gap**: 9.100 eV
**LUMO**: 0.9 eV

---

Record 4
A 2-piece molecular cluster, C6H13NO overall at a distorted geometry. Source: the Open Molecules 2025 dataset; level of theory: ωB97M-V/def2-TZVPD.

Last column: Löwdin charge in e.
Atoms and positions in Å:
O: 2.140 3.449 2.930  -0.036
N: -0.075 -1.469 -1.657  -0.061
C: 1.017 2.855 2.311  -0.193
C: 0.892 2.590 0.979  -0.144
C: -0.618 -2.471 -0.727  -0.296
C: -1.766 -3.170 -1.480  -0.120
C: 1.158 -1.260 -1.874  -0.075
C: -0.462 2.120 0.457  -0.121
H: 0.170 2.718 3.016  0.119
H: -1.144 -2.075 0.183  0.115
H: 2.039 -1.843 -1.443  0.088
H: 1.922 3.515 3.860  0.074
H: -1.060 1.701 1.231  0.047
H: 1.417 -0.475 -2.585  0.057
H: -1.050 2.996 0.143  0.072
H: -2.530 -2.465 -1.789  0.064
H: 1.719 2.701 0.252  0.106
H: -1.410 -3.747 -2.290  0.042
H: -2.236 -3.928 -0.741  0.096
H: 0.182 -3.145 -0.392  0.098
H: -0.305 1.404 -0.387  0.067

Output
**E_HOMO**: -8.561 eV
**SMILES**: C/C=C/O.C=NCC
**ΔE to the lowest compared entry with this formula, charge and spin**: 70.1 kcal/mol
**HOMO-LUMO gap**: 9.457 eV
**LUMO**: 0.9 eV

---

Record 5
C12H10N5O5S2 as an isolated structure at a distorted geometry. Source: the Open Molecules 2025 dataset; level of theory: ωB97M-V/def2-TZVPD.

Last column: Löwdin charge in e.
Atoms and positions in Å:
S: -0.885 1.981 -1.687  0.484
S: -2.382 -0.155 -0.598  0.553
O: -4.552 3.578 -4.536  0.036
O: -2.806 1.856 -8.053  0.064
O: -4.866 3.029 -2.329  0.087
O: -1.861 -0.124 -7.868  0.018
O: 0.067 2.358 3.469  -0.164
N: -2.303 -2.941 -2.851  0.156
N: -4.471 2.696 -3.432  -0.147
N: -0.730 1.367 0.937  -0.184
N: -4.029 3.004 -5.671  0.126
N: -2.515 0.841 -7.393  -0.322
C: -0.142 2.704 1.063  -0.221
C: -0.453 1.031 3.350  -0.196
C: -1.397 0.889 2.156  -0.183
C: -3.868 1.545 -3.923  -0.127
C: -3.609 1.763 -5.280  -0.140
C: -3.513 0.394 -3.221  -0.008
C: 0.747 2.795 2.289  -0.198
C: -2.501 -1.888 -3.313  -0.217
C: -2.916 0.715 -6.007  -0.066
C: -1.298 1.097 -0.320  -1.266
C: -2.557 -0.444 -5.309  0.079
C: -2.835 -0.624 -3.929  -0.200
H: -0.929 3.473 1.153  0.130
H: -2.297 1.488 2.378  0.128
H: 0.387 0.322 3.275  0.121
H: 1.005 3.846 2.495  0.123
H: -0.979 0.885 4.305  0.122
H: 0.460 2.892 0.167  0.056
H: -2.084 -1.271 -5.854  0.138
H: 1.669 2.208 2.138  0.122
H: -1.689 -0.157 2.030  0.080
H: -3.779 0.411 -2.155  0.016

Output
**E_HOMO**: -3.854 eV
**ΔE to the lowest compared entry with this formula, charge and spin**: 3.4 kcal/mol
**Charge**: -1
**HOMO-LUMO gap**: 4.435 eV
**LUMO**: 0.6 eV

---

Record 6
C31H17ClN8O4Rb as an isolated structure at a distorted geometry. Source: the Open Molecules 2025 dataset; level of theory: ωB97M-V/def2-TZVPD.

Last column: Löwdin charge in e.
Atoms and positions in Å:
Rb: -16.292 -8.873 -7.158  0.806
Cl: -23.415 -7.870 -8.774  0.610
O: -17.835 -13.782 -9.305  -0.012
O: -18.244 -14.661 -1.185  0.031
O: -16.513 -13.434 -0.582  0.060
O: -18.041 -6.527 -6.946  -0.181
N: -12.065 -7.402 -4.476  0.003
N: -13.984 -7.916 -5.941  -0.029
N: -14.546 -8.269 -9.525  0.059
N: -17.207 -7.335 -9.720  0.070
N: -12.450 -6.018 -2.432  0.044
N: -15.877 -11.038 -5.159  0.055
N: -17.460 -13.684 -1.363  -0.289
N: -18.540 -10.481 -5.741  0.083
C: -15.165 -12.406 -2.872  0.011
C: -18.930 -12.949 -3.054  0.053
C: -14.744 -7.799 -13.149  -0.079
C: -20.601 -11.911 -4.535  -0.021
C: -13.062 -7.691 -5.242  -0.445
C: -14.591 -11.186 -4.824  -0.098
C: -17.629 -13.011 -2.624  -0.111
C: -21.860 -7.297 -8.329  -0.727
C: -18.240 -11.381 -4.802  -0.139
C: -12.567 -9.217 -10.549  -0.079
C: -15.091 -8.036 -10.768  -0.142
C: -18.101 -13.850 -10.432  0.027
C: -19.245 -6.629 -7.430  -0.389
C: -18.481 -6.923 -9.853  -0.084
C: -13.070 -9.049 -11.787  -0.030
C: -16.441 -7.489 -10.905  -0.191
C: -12.270 -6.670 -3.387  -0.448
C: -13.318 -8.800 -9.436  -0.130
C: -20.895 -10.992 -5.500  -0.036
C: -20.818 -7.239 -9.251  -0.092
C: -16.857 -11.581 -4.420  -0.136
C: -21.615 -7.008 -6.941  -0.122
C: -19.496 -6.930 -8.853  -0.162
C: -14.192 -11.815 -3.629  -0.020
C: -19.269 -12.175 -4.147  -0.133
C: -15.919 -7.087 -13.258  -0.089
C: -14.337 -8.397 -11.949  -0.157
C: -19.811 -10.347 -6.176  -0.058
C: -16.542 -12.376 -3.246  -0.052
C: -20.362 -6.590 -6.518  -0.025
C: -16.845 -7.074 -12.184  -0.031
H: -16.210 -6.607 -14.206  0.104
H: -19.941 -9.782 -7.114  0.121
H: -12.831 -8.931 -8.465  0.099
H: -11.562 -9.630 -10.346  0.113
H: -21.955 -10.765 -5.762  0.123
H: -18.804 -6.463 -10.787  0.105
H: -22.492 -7.007 -6.348  0.073
H: -13.872 -10.821 -5.541  0.101
H: -20.988 -7.484 -10.288  0.100
H: -21.425 -12.484 -4.094  0.123
H: -19.676 -13.597 -2.604  0.135
H: -13.160 -11.839 -3.350  0.108
H: -14.866 -12.993 -2.013  0.105
H: -20.093 -6.381 -5.497  0.104
H: -14.097 -7.899 -14.048  0.115
H: -17.866 -6.766 -12.398  0.092
H: -12.529 -9.268 -12.689  0.106

Output
**E_HOMO**: -4.493 eV
**ΔE to the lowest compared entry with this formula, charge and spin**: 0.0 kcal/mol
**Charge**: -1
**HOMO-LUMO gap**: 4.782 eV
**LUMO**: 0.3 eV